1.
This record from the OMol25 dataset describes a molecular structure, C37H81B2Br4Cl3F10KLi2N3O6P at a distorted geometry. The level of theory is wB97M-V/def2-TZVPD.

Calculated values
* maximum force: 13.048 eV/Å
* HOMO level: -0.217 Ha
* frontier orbital gap: 1.44 eV
* total charge: +1

Positions of all 150 atoms, in Å:
C1 7.067 2.983 -7.068
C2 6.187 1.719 -7.099
C3 5.516 1.327 -5.753
C4 5.852 2.231 -4.549
N1 5.493 1.516 -3.302
C5 5.597 2.468 -2.155
O1 6.646 2.208 -1.322
B1 6.228 2.915 -0.067
C6 7.244 4.017 0.533
Br1 7.845 3.578 2.380
C7 6.770 5.467 0.419
C8 5.727 5.908 1.476
O2 4.763 3.198 -0.148
C9 4.238 2.702 -1.313
C10 3.557 3.839 -2.073
C11 2.300 4.312 -1.336
O3 1.076 3.901 -2.008
C12 0.698 4.588 -3.044
O4 0.930 5.721 -3.236
C13 -0.192 3.854 -4.056
C14 -0.316 4.669 -5.334
C15 3.453 1.437 -1.270
C16 2.092 1.651 -0.505
C17 4.152 0.206 -0.654
C18 3.874 -1.076 -1.512
H1 7.852 2.866 -6.325
H2 7.595 3.027 -8.018
H3 6.506 3.897 -6.894
H4 6.798 0.874 -7.409
H5 5.463 1.856 -7.902
H6 4.421 1.416 -5.912
H7 5.707 0.291 -5.490
H8 5.215 3.109 -4.626
H9 6.901 2.503 -4.469
H10 6.279 0.889 -3.141
H11 5.915 3.416 -2.636
H12 6.281 1.999 0.761
H13 8.189 3.937 -0.102
H14 7.644 6.106 0.535
H15 6.410 5.652 -0.597
H16 6.032 6.877 1.874
H17 4.744 6.086 1.024
H18 5.614 5.214 2.304
H19 4.255 4.672 -2.094
H20 3.382 3.580 -3.140
H21 2.350 5.376 -1.131
H22 2.266 3.847 -0.363
H23 -1.180 3.823 -3.594
H24 0.109 2.821 -4.226
H25 -1.138 5.422 -5.281
H26 0.597 5.190 -5.618
H27 -0.528 3.960 -6.185
H28 3.184 1.161 -2.303
H29 2.220 2.280 0.371
H30 1.747 0.684 -0.205
H31 1.344 2.049 -1.196
H32 5.227 0.283 -0.550
H33 3.705 0.016 0.321
H34 4.391 -0.921 -2.463
H35 2.776 -1.235 -1.626
H36 4.361 -1.910 -1.008
Li1 3.516 2.918 -4.572
Cl1 9.563 4.913 -1.178
C19 -0.212 0.406 2.180
C20 -1.225 -0.696 2.432
N2 -2.667 -0.242 2.510
C21 -2.802 0.656 3.721
C22 -3.561 -1.424 2.808
C23 -3.680 -2.494 1.735
C24 -3.137 0.598 1.333
C25 -3.016 0.055 -0.086
O5 -1.666 -0.168 -0.457
C26 -1.419 -1.293 -1.291
H37 -0.198 1.141 2.984
H38 0.782 -0.039 2.140
H39 -0.375 0.930 1.243
H40 -1.006 -1.177 3.387
H41 -1.156 -1.464 1.667
H42 -2.466 0.106 4.597
H43 -3.848 0.935 3.827
H44 -2.203 1.549 3.575
H45 -4.545 -1.020 3.036
H46 -3.158 -1.871 3.717
H47 -4.415 -2.222 0.980
H48 -4.061 -3.407 2.194
H49 -2.737 -2.744 1.255
H50 -2.568 1.524 1.400
H51 -4.185 0.826 1.534
H52 -3.414 0.842 -0.735
H53 -3.631 -0.824 -0.263
H54 -2.306 -1.665 -1.801
H55 -0.981 -2.103 -0.691
H56 -0.687 -0.983 -2.028
C27 -9.016 -5.978 4.804
C28 -8.054 -5.511 3.730
N3 -6.657 -5.184 4.212
C29 -6.758 -3.996 5.135
C30 -5.819 -4.684 3.060
C31 -5.483 -5.676 1.958
C32 -5.993 -6.281 5.023
C33 -5.862 -7.672 4.416
O6 -7.122 -8.252 4.167
C34 -7.219 -9.011 2.966
H57 -9.186 -5.213 5.560
H58 -9.979 -6.186 4.339
H59 -8.690 -6.886 5.301
H60 -8.438 -4.597 3.274
H61 -7.973 -6.252 2.940
H62 -7.236 -3.179 4.598
H63 -5.753 -3.707 5.432
H64 -7.332 -4.269 6.013
H65 -4.902 -4.290 3.495
H66 -6.378 -3.850 2.637
H67 -4.623 -6.290 2.219
H68 -5.182 -5.118 1.069
H69 -6.314 -6.315 1.669
H70 -6.570 -6.353 5.942
H71 -5.001 -5.903 5.271
H72 -5.353 -8.291 5.165
H73 -5.226 -7.682 3.534
H74 -6.244 -9.293 2.566
H75 -7.762 -8.429 2.214
H76 -7.793 -9.912 3.173
F1 -8.037 1.041 4.898
P1 -6.595 0.314 4.663
F2 -7.579 -0.950 5.102
F3 -5.496 -0.404 5.669
F4 -6.470 1.265 3.329
F5 -6.018 -0.744 3.510
F6 -5.938 1.585 5.457
K1 1.420 -1.080 -2.300
C35 -2.797 2.956 -0.927
Br2 -2.085 4.703 -0.494
Br3 -1.428 1.583 -0.888
Br4 -4.307 2.490 0.168
H77 -3.151 3.017 -1.947
Cl2 6.218 -0.785 1.593
C36 7.974 -0.844 1.309
C37 8.304 -1.323 -0.078
Cl3 7.898 -3.051 -0.321
H78 8.417 -1.478 2.073
H79 8.349 0.172 1.443
H80 9.373 -1.221 -0.258
H81 7.773 -0.746 -0.831
B2 -0.406 0.551 -6.191
F7 -1.086 -0.359 -6.986
F8 -1.269 1.585 -5.771
F9 0.093 -0.112 -5.028
F10 0.685 1.105 -6.885
Li2 -1.466 5.429 -7.016

Mulliken atomic charge list, values in e, 5 entries: -1.20, -0.52, -0.13, -2.09, 0.27

---

2.
This record from the OMol25 dataset describes 2 unconnected molecules or ions with the total composition C8H11N4 at a distorted geometry. The level of theory is wB97M-V/def2-TZVPD.

Calculated values
* maximum force: 4.504 eV/Å
* HOMO level: -0.462 Ha
* energy above the lowest of the compared OMol25 structures with the same formula, charge and spin: 253.4 kJ/mol
* frontier orbital gap: 9.24 eV
* total charge: +1

Positions of all 23 atoms, in Å:
C1 -2.308 -2.822 -2.157
C2 -2.328 -2.716 -0.768
C3 -1.551 -1.976 -2.965
C4 -1.504 -1.771 -0.225
C5 -0.805 -0.988 -2.335
C6 -0.760 -0.837 -0.983
C7 0.503 0.849 -2.918
C8 0.259 1.272 -0.652
N1 -0.074 -0.133 -3.131
N2 -0.095 0.125 -0.194
N3 0.691 2.226 0.198
N4 1.969 1.393 2.303
H1 -3.118 -3.498 -2.362
H2 -3.057 -3.273 -0.168
H3 -1.642 -1.956 -4.021
H4 -1.451 -1.518 0.805
H5 1.005 1.700 -3.381
H6 -0.189 -0.224 0.779
H7 1.114 3.104 -0.085
H8 1.146 1.964 1.077
H9 1.127 1.375 2.864
H10 2.657 2.030 2.622
H11 2.355 0.447 2.153

Mulliken atomic charge list, values in e, 5 entries: -0.29, -0.74, -0.86, -0.67, 0.59

---

3.
This record from the OMol25 dataset describes 2 unconnected molecules or ions with the total composition C5H14NO at a distorted geometry. The level of theory is wB97M-V/def2-TZVPD.

Calculated values
* maximum force: 3.087 eV/Å
* HOMO level (spin up / spin down): -0.688 / -0.686 Ha
* energy above the lowest of the compared OMol25 structures with the same formula, charge and spin: 321.9 kJ/mol
* ⟨S²⟩: 0.753
* frontier orbital gap (spin up / spin down): 9.88 / 4.24 eV
* spin multiplicity: 2
* total charge: +2

Positions of all 21 atoms, in Å:
C1 -1.925 1.254 -1.863
C2 -1.726 0.325 -0.702
C3 -0.344 0.503 0.085
C4 0.827 -0.272 -0.509
C5 1.164 -2.170 1.014
N1 0.586 -1.647 0.016
H1 -3.043 1.314 -1.815
H2 -1.611 2.280 -1.688
H3 -1.612 0.812 -2.797
H4 -2.538 0.543 0.023
H5 -1.937 -0.699 -1.009
H6 -0.006 1.554 -0.002
H7 -0.569 0.221 1.143
H8 1.009 -0.260 -1.562
H9 1.738 0.252 -0.013
H10 1.110 -3.244 1.230
H11 1.951 -1.756 1.615
H12 -0.138 -2.076 -0.574
H13 2.259 1.501 1.830
H14 2.774 0.736 3.097
O1 2.030 0.829 2.481

Mulliken atomic charge list, values in e, 5 entries: -0.87, -0.50, -0.33, -0.47, -0.06

---

4.
This record from the OMol25 dataset describes 2 unconnected molecules or ions with the total composition C16H15Cl2FN3O at a distorted geometry. The level of theory is wB97M-V/def2-TZVPD.

Calculated values
* maximum force: 1.689 eV/Å
* HOMO level: -0.418 Ha
* frontier orbital gap: 8.16 eV
* total charge: +1

Positions of all 38 atoms, in Å:
Cl1 3.108 -2.530 -0.127
C1 3.284 -2.061 1.516
N1 2.301 -1.295 1.995
F1 -0.992 -2.256 -1.646
C2 2.348 -0.963 3.288
Cl2 0.990 -0.083 3.851
C3 3.405 -1.324 4.140
C4 4.455 -2.078 3.621
C5 4.378 -2.492 2.289
H1 3.353 -1.004 5.178
H2 5.322 -2.324 4.232
H3 5.116 -3.132 1.818
C6 1.121 5.151 -1.241
O1 1.481 3.767 -1.400
C7 0.496 2.833 -1.359
C8 0.931 1.483 -1.230
C9 -0.018 0.470 -1.165
C10 -1.371 0.766 -1.366
N2 -2.317 -0.280 -1.489
C11 -2.081 -1.597 -1.332
N3 -3.193 -2.251 -1.043
C12 -3.302 -3.590 -0.473
C13 -4.256 -1.342 -1.245
C14 -3.728 -0.152 -1.529
C15 -1.819 2.088 -1.389
C16 -0.888 3.138 -1.421
H4 2.076 5.672 -1.224
H5 0.514 5.506 -2.085
H6 0.588 5.321 -0.294
H7 2.000 1.266 -1.177
H8 0.309 -0.553 -0.990
H9 -2.461 -3.782 0.197
H10 -4.215 -3.637 0.119
H11 -3.326 -4.352 -1.260
H12 -5.279 -1.660 -1.173
H13 -4.218 0.784 -1.692
H14 -2.885 2.318 -1.379
H15 -1.227 4.174 -1.512

Mulliken atomic charge list, values in e, 5 entries: -0.19, 0.46, -0.36, -0.19, 0.34

---

5.
This record from the OMol25 dataset describes 2 unconnected molecules or ions with the total composition C9H17N3O at a distorted geometry. The level of theory is wB97M-V/def2-TZVPD.

Calculated values
* maximum force: 4.650 eV/Å
* HOMO level: -0.576 Ha
* energy above the lowest of the compared OMol25 structures with the same formula, charge and spin: 166.1 kJ/mol
* frontier orbital gap: 7.97 eV
* total charge: +2

Positions of all 30 atoms, in Å:
C1 0.867 0.299 -3.799
C2 -0.323 -0.443 -3.917
C3 1.090 1.144 -2.775
C4 -1.268 -0.225 -2.959
C5 -0.338 -0.140 1.761
C6 -0.047 1.569 -1.879
C7 -1.085 0.504 -1.768
C8 -0.206 -2.384 2.742
C9 -0.145 -0.925 3.115
N1 0.460 2.131 -0.552
N2 -1.823 0.156 -0.725
N3 1.239 -0.625 3.796
O1 0.595 0.747 1.644
H1 1.677 0.164 -4.541
H2 -0.303 -1.094 -4.787
H3 2.072 1.524 -2.797
H4 -2.292 -0.771 -2.896
H5 -0.716 2.275 -2.416
H6 -1.223 -2.687 2.438
H7 -0.074 -3.140 3.596
H8 0.467 -2.619 1.912
H9 -1.057 -0.754 3.634
H10 0.644 1.454 0.893
H11 1.472 2.141 -0.582
H12 -2.577 -0.458 -0.692
H13 -1.783 0.714 0.156
H14 0.099 3.023 -0.241
H15 1.452 0.438 3.547
H16 2.012 -1.202 3.299
H17 1.115 -0.817 4.794

Mulliken atomic charge list, values in e, 5 entries: -0.37, -0.29, -0.68, -0.91, -0.34

---

6.
This record from the OMol25 dataset describes a single C17H22N4O4 molecule. The level of theory is wB97M-V/def2-TZVPD.

Calculated values
* maximum force: 0.656 eV/Å
* HOMO level: -0.338 Ha
* energy above the lowest of the compared OMol25 structures with the same formula, charge and spin: 0.0 kJ/mol
* SMILES: CCC1(CC)NC(=O)N(CC(=O)NC(=O)NCc2ccccc2)C1=O
* frontier orbital gap: 9.81 eV

Positions of all 47 atoms, in Å:
C1 -5.009 -2.574 -0.745
C2 -4.406 -1.670 0.323
C3 -3.024 -1.102 -0.039
C4 -1.977 -2.194 -0.328
C5 -0.567 -1.632 -0.494
N1 -3.096 -0.142 -1.118
C6 -2.568 1.053 -0.796
O1 -2.382 2.014 -1.504
N2 -2.261 1.004 0.570
C7 -1.636 2.098 1.277
C8 -0.118 2.059 1.058
O2 0.662 1.904 1.973
N3 0.232 2.175 -0.247
C9 1.488 1.884 -0.845
O3 1.552 1.798 -2.049
N4 2.504 1.742 0.016
C10 3.795 1.243 -0.417
C11 3.893 -0.245 -0.192
C12 3.210 -1.112 -1.038
C13 3.252 -2.477 -0.821
C14 3.975 -2.989 0.244
C15 4.654 -2.131 1.091
C16 4.610 -0.764 0.876
C17 -2.524 -0.226 1.112
O4 -2.391 -0.537 2.264
H1 -4.416 -3.473 -0.883
H2 -5.088 -2.054 -1.697
H3 -6.008 -2.873 -0.441
H4 -5.077 -0.826 0.500
H5 -4.302 -2.215 1.262
H6 -1.991 -2.899 0.503
H7 -2.264 -2.723 -1.239
H8 -0.217 -1.178 0.431
H9 -0.528 -0.884 -1.285
H10 0.122 -2.432 -0.752
H11 -3.291 -0.397 -2.071
H12 -2.046 3.040 0.904
H13 -1.841 1.978 2.343
H14 -0.504 2.347 -0.932
H15 2.286 1.731 1.008
H16 3.885 1.473 -1.482
H17 4.574 1.772 0.139
H18 2.648 -0.706 -1.867
H19 2.726 -3.145 -1.488
H20 4.010 -4.056 0.412
H21 5.218 -2.527 1.923
H22 5.140 -0.097 1.540

Mulliken atomic charge list, values in e, 5 entries: -1.31, -0.71, 1.45, -0.90, -1.35

---

7.
This record from the OMol25 dataset describes 13 unconnected molecules or ions with the total composition H26O13 at a distorted geometry. The level of theory is wB97M-V/def2-TZVPD.

Calculated values
* maximum force: 5.428 eV/Å
* HOMO level: -0.354 Ha
* energy above the lowest of the compared OMol25 structures with the same formula, charge and spin: 661.1 kJ/mol
* frontier orbital gap: 9.43 eV

Positions of all 39 atoms, in Å:
H1 -0.703 0.813 1.227
H2 0.088 0.425 0.072
H3 -1.079 -3.359 1.718
H4 -1.930 -4.544 1.461
H5 1.033 -0.679 -2.760
H6 2.033 0.296 -3.428
H7 -3.941 -0.832 0.142
H8 -3.766 -0.290 -1.155
H9 4.136 0.371 0.243
H10 2.615 0.427 -0.010
H11 -2.744 -2.280 -2.293
H12 -1.764 -1.421 -1.618
H13 4.067 -1.801 0.224
H14 3.964 -1.355 -1.328
H15 -1.377 -1.798 1.078
H16 -1.181 -1.175 2.388
H17 4.387 1.869 -1.542
H18 3.653 2.955 -0.550
H19 -3.620 2.336 -0.655
H20 -2.956 1.322 0.269
H21 -1.486 4.627 2.502
H22 -1.933 3.231 2.182
H23 2.231 -0.978 3.496
H24 0.977 -0.271 4.016
H25 -0.866 1.981 -3.024
H26 -0.897 0.702 -2.452
O1 -0.833 0.391 0.416
O2 -1.053 -4.148 1.192
O3 1.128 0.187 -3.085
O4 -3.681 -1.125 -0.683
O5 3.266 0.047 0.504
O6 -1.930 -2.402 -1.843
O7 4.277 -2.018 -0.748
O8 -0.688 -1.385 1.673
O9 4.233 2.098 -0.588
O10 -2.746 2.194 -0.264
O11 -1.935 4.051 1.830
O12 1.798 -0.112 3.565
O13 -0.776 1.651 -2.171

Mulliken atomic charge list, values in e, 5 entries: 0.25, 0.13, 0.31, 0.31, 0.31

---

8.
This record from the OMol25 dataset describes a molecular structure, C60H50AuO3PS3 at a distorted geometry. The level of theory is wB97M-V/def2-TZVPD.

Calculated values
* maximum force: 2.514 eV/Å
* HOMO level (spin up / spin down): -0.462 / -0.462 Ha
* energy above the lowest of the compared OMol25 structures with the same formula, charge and spin: 122.6 kJ/mol
* frontier orbital gap (spin up / spin down): 5.47 / 5.19 eV
* total charge: +2

Positions of all 118 atoms, in Å:
Au1 -0.162 0.128 -0.542
C1 -2.432 -1.944 -5.036
C2 -1.577 -2.764 -4.315
C3 -1.520 -2.660 -2.940
C4 -2.336 -1.749 -2.271
C5 -3.216 -0.948 -2.993
C6 -3.258 -1.049 -4.372
P1 -2.102 -1.593 -0.477
C7 -2.731 -3.170 0.233
C8 -2.735 -3.351 1.617
C9 -3.281 -4.489 2.180
C10 -3.844 -5.462 1.368
C11 -3.850 -5.287 -0.006
C12 -3.280 -4.163 -0.579
C13 -3.372 -0.400 0.023
C14 -4.684 -0.812 0.134
C15 -5.696 0.117 0.398
C16 -5.384 1.438 0.587
C17 -4.053 1.896 0.502
C18 -3.720 3.253 0.693
C19 -2.427 3.678 0.579
C20 -1.404 2.762 0.258
C21 -1.711 1.452 0.058
C22 -3.017 0.962 0.191
H1 -2.458 -2.011 -6.113
H2 -0.959 -3.488 -4.826
H3 -0.852 -3.276 -2.356
H4 -3.872 -0.259 -2.482
H5 -3.942 -0.434 -4.938
H6 -2.333 -2.597 2.274
H7 -3.278 -4.602 3.255
H8 -4.282 -6.342 1.812
H9 -4.319 -6.022 -0.641
H10 -3.300 -4.045 -1.652
H11 -4.943 -1.851 -0.014
H12 -6.723 -0.214 0.432
H13 -6.161 2.160 0.797
H14 -4.511 3.952 0.930
H15 -2.171 4.716 0.724
H16 -0.388 3.118 0.171
C23 -2.525 1.440 7.587
C24 -1.997 0.923 6.292
C25 -2.870 0.444 5.319
C26 -2.385 -0.118 4.157
C27 -1.016 -0.205 3.950
C28 -0.125 0.309 4.882
C29 -0.626 0.869 6.042
S1 -0.567 -1.061 2.438
O1 0.358 -0.151 1.668
C30 0.518 -2.356 3.090
C31 0.307 -2.785 4.412
C32 0.984 -3.863 4.906
C33 1.927 -4.544 4.107
C34 2.610 -5.681 4.585
C35 3.485 -6.362 3.783
C36 3.729 -5.916 2.477
C37 3.091 -4.808 1.988
C38 2.153 -4.105 2.775
C39 1.384 -3.020 2.248
C40 1.428 -2.857 0.779
C41 0.922 -3.972 0.032
C42 0.198 -5.020 0.641
C43 -0.195 -6.112 -0.081
C44 0.092 -6.207 -1.451
C45 0.759 -5.195 -2.082
C46 1.180 -4.054 -1.363
C47 1.840 -2.985 -2.007
C48 2.210 -1.883 -1.299
C49 2.031 -1.833 0.094
S2 2.612 -0.272 0.818
O2 2.193 0.673 -0.258
C50 4.381 -0.580 0.595
C51 5.180 -0.047 -0.401
C52 6.544 -0.289 -0.373
C53 7.124 -1.027 0.658
C54 8.604 -1.201 0.741
C55 6.294 -1.565 1.643
C56 4.934 -1.335 1.620
H17 -3.538 1.815 7.471
H18 -1.888 2.222 7.990
H19 -2.554 0.631 8.318
H20 -3.936 0.497 5.478
H21 -3.062 -0.507 3.410
H22 0.940 0.255 4.716
H23 0.059 1.257 6.781
H24 -0.432 -2.285 5.019
H25 0.784 -4.222 5.906
H26 2.418 -6.000 5.597
H27 3.997 -7.235 4.154
H28 4.423 -6.459 1.854
H29 3.300 -4.473 0.984
H30 -0.062 -4.965 1.687
H31 -0.721 -6.915 0.411
H32 -0.228 -7.079 -1.997
H33 0.970 -5.244 -3.142
H34 2.039 -3.048 -3.065
H35 2.674 -1.037 -1.783
H36 4.743 0.553 -1.184
H37 7.175 0.108 -1.156
H38 9.062 -1.206 -0.245
H39 8.859 -2.119 1.263
H40 9.035 -0.371 1.303
H41 6.725 -2.150 2.441
H42 4.293 -1.735 2.392
O3 0.130 0.034 -2.772
S3 1.257 0.770 -3.472
C57 1.610 -0.312 -4.938
C58 1.202 0.474 -6.176
C59 -0.019 1.296 -5.778
C60 0.390 2.013 -4.507
H43 1.002 -1.204 -4.797
H44 2.668 -0.568 -4.933
H45 0.979 -0.200 -7.001
H46 2.015 1.134 -6.485
H47 -0.869 0.640 -5.580
H48 -0.305 2.007 -6.553
H49 -0.444 2.399 -3.927
H50 1.105 2.807 -4.714

Mulliken atomic charge list, values in e, 5 entries: 3.55, -0.88, -0.96, 0.58, 0.36